(1)
Entry from the Open Molecules 2025 dataset: C26H29ClHoOPSi as an isolated structure (ωB97M-V/def2-TZVPD).

E_HOMO (alpha / beta) ... -8.32 / -8.33 eV
Molar mass ... 616.960 g/mol

Structure (ORCA input):
```
! wB97M-V def2-TZVPD RIJCOSX def2/J DEFGRID3
* xyz 0 5
C -0.9723 -2.1758 2.7813
C -0.9484 -2.0775 1.3585
C 0.4162 -2.1263 0.9397
H -1.8135 -2.0209 0.7044
C 1.2358 -2.2210 2.1035
C 0.3792 -2.2487 3.2424
H 0.6843 -2.3814 4.2772
H -1.8518 -2.2716 3.4201
H 0.7845 -2.1568 -0.0829
H 2.3131 -2.4006 2.0941
Ho 0.1673 0.0191 2.1806
Cl 2.0424 1.1640 1.0511
P 0.0931 0.3300 -1.8088
C 1.1889 -0.7487 -2.8167
C 0.7686 -1.4516 -3.9585
H -0.2760 -1.4216 -4.2656
C 1.6889 -2.1857 -4.7111
H 1.3486 -2.7126 -5.6054
C 3.0285 -2.2406 -4.3251
H 3.7452 -2.8081 -4.9199
C 3.4500 -1.5681 -3.1723
H 4.4960 -1.6072 -2.8680
C 2.5366 -0.8400 -2.4097
H 2.8547 -0.3230 -1.5024
C -1.5382 -0.0942 -2.5349
C -2.1668 -1.2528 -2.0366
H -1.6663 -1.8514 -1.2754
C -3.4094 -1.6489 -2.5279
H -3.8894 -2.5388 -2.1224
C -4.0267 -0.9079 -3.5437
H -4.9926 -1.2280 -3.9370
C -3.4048 0.2325 -4.0493
H -3.8762 0.8090 -4.8508
C -2.1755 0.6535 -3.5378
H -1.7075 1.5596 -3.9263
C 0.4188 1.9594 -2.5868
C 1.1255 2.1370 -3.7881
H 1.5624 1.2797 -4.3002
C 1.2639 3.4148 -4.3366
H 1.7998 3.5363 -5.2814
C 0.7225 4.5240 -3.6868
H 0.8287 5.5189 -4.1208
C 0.0461 4.3596 -2.4722
H -0.3789 5.2223 -1.9600
C -0.0892 3.0895 -1.9132
H -0.5930 2.9564 -0.9551
C 1.6943 0.3136 6.4077
Si -0.0530 0.5403 5.7322
C -1.0359 -0.9563 6.3517
C -0.9152 2.0527 6.4661
O -0.0293 0.7049 4.1179
H 1.6834 0.3466 7.5040
H 2.3760 1.0939 6.0510
H 2.0915 -0.6611 6.1005
H -1.1484 -0.9267 7.4438
H -2.0371 -0.9723 5.9103
H -0.5212 -1.8826 6.0890
H -0.4392 2.9953 6.1707
H -1.9593 2.0973 6.1253
H -0.9200 1.9984 7.5666
*
```

Charges obtained by Löwdin population analysis, quoted in units of e:
1 C -0.1956
2 C -0.2258
3 C -0.2466
4 H 0.0843
5 C -0.2193
6 C -0.2090
7 H 0.0977
8 H 0.1115
9 H 0.0911
10 H 0.1179
11 Ho 1.2197
12 Cl -0.1554
13 P 1.0451
14 C -0.3850
15 C -0.0820
16 H 0.1017
17 C -0.0834
18 H 0.1048
19 C -0.0889
20 H 0.1024
21 C -0.0815
22 H 0.1045
23 C -0.1036
24 H 0.0798
25 C -0.3865
26 C -0.1136
27 H 0.0748
28 C -0.0815
29 H 0.1042
30 C -0.0896
31 H 0.1027
32 C -0.0830
33 H 0.1065
34 C -0.0794
35 H 0.1034
36 C -0.3843
37 C -0.0771
38 H 0.1030
39 C -0.0822
40 H 0.1054
41 C -0.0882
42 H 0.1026
43 C -0.0835
44 H 0.1032
45 C -0.1089
46 H 0.0956
47 C -0.1684
48 Si 0.2746
49 C -0.1740
50 C -0.1791
51 O -0.5198
52 H 0.0302
53 H 0.0308
54 H 0.0234
55 H 0.0347
56 H 0.0266
57 H 0.0105
58 H 0.0263
59 H 0.0272
60 H 0.0293

(2)
Entry from the Open Molecules 2025 dataset: one molecule with the formula CH5BrN2 (ωB97M-V/def2-TZVPD).

E_HOMO (alpha / beta) ... -6.61 / -9.67 eV
Relative energy (zero: lowest compared OMol25 entry of this formula, charge and spin) ... 33.1 kcal per mole
Molar mass ... 124.969 g/mol

Structure (ORCA input):
```
! wB97M-V def2-TZVPD RIJCOSX def2/J DEFGRID3
* xyz 0 3
C 0.3676 0.3556 -1.1080
N 0.4479 -0.5905 1.1218
N -0.0631 0.4996 0.4694
Br -2.0644 0.6153 0.6766
H 1.4099 0.4829 -1.0629
H 0.0993 -0.5470 -1.5321
H -0.2306 1.1251 -1.6475
H 0.1559 -0.5284 2.1151
H -0.1224 -1.4127 0.9675
*
```

Charges obtained by Löwdin population analysis, quoted in units of e:
1 C -0.0632
2 N -0.0809
3 N -0.5017
4 Br 0.3631
5 H 0.0443
6 H 0.0323
7 H 0.0670
8 H 0.0740
9 H 0.0650

(3)
Entry from the Open Molecules 2025 dataset: an isolated ion of composition C6H3N2O2 and charge -1 (ωB97M-V/def2-TZVPD).

E_HOMO (alpha / beta) ... -3.42 / -3.42 eV
Relative energy (zero: lowest compared OMol25 entry of this formula, charge and spin) ... 56.9 kcal per mole
Molar mass ... 135.102 g/mol

Structure (ORCA input):
```
! wB97M-V def2-TZVPD RIJCOSX def2/J DEFGRID3
* xyz -1 1
C 2.2324 -0.2437 0.4298
C 0.3601 -1.3441 -0.8777
C 0.3709 0.1241 -0.4176
C 1.5580 0.9475 -0.2385
C -1.0834 0.0034 -0.2034
C -2.0483 0.8352 0.1729
N 1.0603 -1.0055 0.4060
N -1.0877 -1.3437 -0.5592
O 3.2904 -0.4491 0.9925
O 1.7998 2.1402 -0.3508
H -3.0615 0.4956 0.3168
H -1.8494 1.8813 0.3203
H -1.5417 -2.0413 0.0090
*
```

Charges obtained by Löwdin population analysis, quoted in units of e:
1 C -0.4055
2 C -0.1513
3 C -0.2230
4 C -0.2711
5 C -0.3496
6 C 0.0255
7 N 0.0870
8 N 0.0106
9 O 0.0533
10 O 0.0557
11 H 0.0303
12 H 0.0358
13 H 0.1024